No. 1
{
  "formula": "C38H28BaBrClF2IN6O3S",
  "method": "ωB97M-V/def2-TZVPD",
  "e_homo_ev": [-2.9, -2.9],
  "orbital_gap_ev": [3.9, 3.9],
  "lumo_energy_ha": [0.0356, 0.0356],
  "charge": -1,
  "multiplicity": 1,
  "relative_energy_kj_mol": 73.6,
  "elements": ["H", "F", "C", "C", "C", "H", "H", "H", "C", "C", "N", "C", "C", "C", "C", "C", "H", "O", "C", "C", "C", "C", "C", "H", "H", "C", "N", "H", "H", "H", "O", "H", "C", "H", "C", "C", "H", "H", "O", "C", "C", "C", "H", "N", "C", "S", "Cl", "C", "H", "C", "H", "H", "I", "H", "H", "C", "C", "H", "C", "H", "C", "C", "C", "N", "H", "F", "N", "N", "C", "H", "H", "H", "H", "Br", "C", "C", "C", "Ba", "H", "C", "C", "C"],
  "xyz": [[10.231, 6.997, 17.809], [12.369, 14.185, 11.246], [13.666, 13.501, 17.226], [16.839, 8.906, 11.995], [16.435, 13.662, 16.710], [12.571, 13.528, 17.473], [10.003, 9.610, 7.287], [14.207, 14.295, 19.151], [12.680, 6.907, 7.643], [13.561, 6.667, 8.700], [11.195, 10.781, 10.067], [13.585, 7.507, 9.817], [9.159, 11.275, 8.040], [11.246, 8.847, 16.313], [17.729, 11.093, 8.481], [13.386, 7.632, 16.780], [12.535, 6.155, 6.833], [13.818, 12.421, 13.692], [11.871, 7.987, 7.672], [18.883, 7.564, 11.574], [7.900, 13.735, 7.771], [11.920, 8.825, 8.798], [17.743, 7.836, 12.366], [11.934, 11.829, 16.168], [14.343, 5.880, 8.734], [13.171, 12.712, 14.906], [10.019, 10.214, 8.106], [7.541, 14.728, 7.517], [13.917, 5.058, 18.958], [16.013, 12.222, 9.101], [16.077, 12.976, 14.492], [19.543, 9.884, 8.273], [13.450, 13.512, 10.673], [17.728, 11.598, 7.491], [11.224, 9.097, 14.974], [11.315, 6.840, 17.781], [12.597, 13.663, 14.894], [19.484, 6.645, 11.782], [15.669, 8.878, 12.546], [13.381, 5.828, 18.358], [11.974, 5.940, 18.550], [11.025, 10.025, 9.046], [14.800, 12.749, 13.884], [12.338, 11.624, 15.254], [7.799, 12.804, 6.765], [9.891, 11.746, 10.588], [20.626, 7.799, 9.558], [8.338, 11.524, 6.893], [17.495, 13.760, 16.482], [14.589, 13.982, 18.208], [11.530, 5.266, 19.288], [10.753, 9.606, 16.923], [17.331, 6.754, 14.165], [7.494, 13.184, 5.749], [11.228, 8.186, 6.866], [16.681, 11.389, 9.301], [17.264, 9.734, 10.850], [8.212, 14.120, 9.794], [15.576, 13.192, 15.660], [8.175, 10.757, 6.201], [18.449, 9.428, 10.056], [12.004, 7.794, 16.966], [8.405, 13.395, 8.988], [16.463, 10.754, 10.453], [10.049, 10.140, 13.498], [14.565, 14.141, 11.166], [11.516, 11.358, 14.221], [12.805, 8.603, 9.786], [15.917, 14.040, 17.927], [15.142, 6.454, 17.387], [13.427, 13.662, 9.606], [13.921, 8.354, 16.146], [16.543, 14.557, 18.691], [11.894, 7.875, 13.513], [14.130, 13.067, 15.999], [18.657, 10.148, 8.871], [9.129, 12.222, 9.088], [13.739, 10.551, 11.716], [14.156, 7.389, 10.699], [14.101, 6.598, 17.481], [10.797, 10.262, 14.260], [19.239, 8.333, 10.450]],
  "mulliken_charge": [0.385, -0.327, -0.598, 0.908, -0.549, 0.272, 0.037, 0.389, -0.568, -0.711, 0.316, -0.649, 0.057, -0.628, -0.736, -0.021, 0.337, -0.104, -0.683, -0.307, -0.554, -0.099, -0.642, 0.232, 0.361, 0.142, 0.019, 0.355, 0.268, 0.445, -0.859, 0.349, -0.196, 0.339, 0.360, -0.263, -0.066, 0.296, -0.502, -0.099, -0.738, 0.492, 0.363, 0.221, -0.389, -0.079, -0.304, -0.813, 0.368, -0.768, 0.356, 0.435, 0.017, 0.253, 0.377, -0.365, -0.577, 0.343, 0.395, 0.460, 0.326, 0.387, -0.560, 0.018, 0.471, -0.238, -0.257, 0.272, -0.307, 0.477, 0.158, 0.564, 0.254, -0.126, 0.197, -0.632, 0.653, 1.276, 0.745, -0.958, -0.994, 0.522]
}


No. 2
{
  "formula": "C38H28Br2O12",
  "method": "ωB97M-V/def2-TZVPD",
  "e_homo_ev": -10.1,
  "orbital_gap_ev": 8.0,
  "lumo_energy_ha": -0.0768,
  "smiles": "O=C1C=CC(=O)C=C1.O=C1C=CC(=O)C=C1.O=C1C=CC(=O)C=C1.O=C1C=CC(=O)C=C1.O=C1C=CC(=O)C=C1.O=C1C=CC(=O)C=C1.BrCCBr",
  "multiplicity": 1,
  "elements": ["H", "C", "C", "C", "H", "C", "C", "C", "C", "H", "Br", "C", "C", "H", "O", "H", "C", "C", "H", "H", "C", "C", "C", "O", "Br", "C", "C", "O", "C", "C", "C", "C", "H", "H", "H", "H", "C", "H", "C", "C", "O", "H", "H", "O", "H", "H", "C", "C", "C", "C", "H", "H", "C", "H", "H", "C", "O", "H", "O", "H", "O", "H", "O", "H", "H", "C", "C", "H", "C", "C", "C", "O", "C", "C", "H", "O", "C", "C", "O", "H"],
  "xyz": [[-3.146, 0.558, -0.267], [-3.981, -0.106, -0.450], [-5.259, 0.404, -0.948], [-6.219, -1.829, -0.612], [1.672, 3.833, -0.295], [1.973, -5.250, 0.302], [0.502, -0.694, 0.209], [-0.475, 2.176, -4.764], [-0.582, -4.603, 1.655], [-0.457, -1.153, 1.980], [2.411, 4.304, -2.545], [0.681, -4.905, 2.381], [5.009, -0.265, -2.262], [-7.071, -2.496, -0.658], [-4.752, -3.523, 0.159], [5.069, -1.290, -1.908], [0.293, -0.515, 1.520], [-4.925, -2.368, -0.168], [-3.000, -1.668, 0.578], [0.245, 2.971, -4.906], [0.800, -4.760, -0.412], [-0.219, 1.169, -3.935], [-1.601, 1.045, 5.709], [5.566, 0.529, -0.120], [-1.316, 4.226, 0.359], [1.791, 1.400, 1.547], [-2.526, 0.183, -4.181], [-0.876, -0.867, -2.915], [-3.843, -1.376, -0.037], [-0.387, -1.075, 5.844], [1.857, -5.110, 1.785], [4.909, 1.330, -4.093], [5.417, 2.902, -1.057], [-0.080, 3.493, -1.706], [-0.049, -1.484, -0.286], [0.573, -1.316, 7.827], [1.332, 4.669, -0.892], [-1.080, -3.963, -0.451], [-1.360, -0.169, 5.206], [5.054, 2.437, -3.106], [1.878, -0.064, -1.700], [2.843, 1.849, -0.222], [4.665, -0.885, -4.229], [2.992, -5.698, -0.177], [-1.916, -0.379, 4.303], [0.677, 1.156, -3.327], [-6.389, -0.542, -0.936], [5.165, 2.154, -1.805], [0.895, 0.541, 2.331], [-0.320, -4.366, 0.210], [-3.453, -0.258, -3.842], [5.016, 3.445, -3.493], [-1.001, 1.571, 6.963], [-0.655, 4.847, -2.084], [0.632, -4.902, 3.465], [5.276, 0.775, -1.266], [-5.323, 1.561, -1.315], [-7.375, -0.150, -1.147], [-1.212, 2.663, 7.442], [-3.803, 1.528, -5.190], [-2.079, 3.143, -6.199], [0.946, -4.663, -1.483], [4.799, 1.578, -5.275], [1.524, 5.612, -0.384], [-2.290, 1.743, 5.244], [2.097, 1.231, 0.264], [4.857, -0.051, -3.570], [0.158, 0.972, 8.644], [-1.179, 0.037, -3.668], [-0.127, 4.479, -1.202], [0.106, -0.611, 7.147], [-1.676, -4.490, 2.142], [-2.781, 1.213, -5.006], [-0.154, 0.581, 7.683], [2.394, 2.102, 2.118], [-0.226, -2.229, 5.506], [-1.789, 2.236, -5.464], [1.541, 0.118, -0.558], [0.680, 0.648, 3.512], [2.658, -5.335, 2.479]],
  "mulliken_charge": [0.570, -0.244, 0.275, -0.326, -0.246, 0.306, 0.109, -0.297, 0.156, 0.527, -0.127, -0.331, -0.325, 0.424, -0.524, 0.433, -0.117, -0.062, 0.541, 0.475, -0.316, -0.125, -0.457, -0.597, -0.171, -0.796, -0.195, -0.504, -0.012, 0.542, -0.325, 0.393, 0.452, -0.133, 0.580, 0.391, 0.077, 0.459, -0.223, -0.834, -0.510, 0.741, 0.462, -0.561, 0.465, 0.491, -0.501, -0.278, -0.181, -0.078, 0.437, 0.791, 0.271, 0.470, 0.404, 0.381, -0.573, 0.434, -0.568, 0.359, -0.535, 0.423, -0.580, 0.440, 0.378, 0.117, -0.354, 0.390, 0.159, -0.272, -0.356, -0.556, -0.421, -0.300, 0.455, -0.556, 0.142, -0.419, -0.448, 0.411]
}


No. 3
{
  "formula": "C38H28Cl2FIPSc",
  "method": "ωB97M-V/def2-TZVPD",
  "e_homo_ev": -7.9,
  "orbital_gap_ev": 5.5,
  "lumo_energy_ha": -0.0864,
  "multiplicity": 1,
  "relative_energy_kj_mol": 122.4,
  "elements": ["C", "Cl", "H", "H", "Cl", "C", "H", "H", "H", "C", "P", "C", "H", "H", "C", "H", "C", "H", "C", "H", "C", "H", "H", "C", "C", "C", "H", "C", "C", "H", "C", "F", "C", "H", "H", "C", "H", "C", "C", "C", "C", "C", "H", "H", "Sc", "H", "H", "C", "C", "C", "I", "C", "C", "H", "C", "C", "H", "C", "C", "C", "C", "H", "H", "C", "H", "C", "H", "C", "C", "C", "C", "H"],
  "xyz": [[2.666, -0.300, 1.441], [-6.183, 1.387, 2.733], [-4.652, -0.029, 1.648], [-1.345, 3.926, 1.343], [-3.500, 2.006, 1.713], [0.107, 2.280, -0.046], [5.795, 3.631, -1.712], [2.651, 3.306, 2.765], [4.407, 1.650, -2.234], [-0.980, 4.472, 3.388], [-0.713, -1.547, -0.480], [-1.137, -3.646, 3.043], [4.981, 5.329, -0.113], [0.123, -4.367, -0.411], [3.696, -0.713, 0.603], [2.791, 5.046, 0.975], [-0.037, 4.537, 4.407], [-2.495, -0.062, -4.894], [4.382, 4.453, -0.325], [-3.372, -1.731, 0.546], [-3.310, -2.896, 2.350], [-0.324, 4.906, 5.384], [0.551, -0.238, 1.764], [-1.063, -3.549, -4.016], [-2.746, -2.271, 1.246], [1.349, -0.563, 1.104], [2.211, 1.364, -1.146], [4.835, 3.501, -1.230], [0.697, 3.582, 1.903], [-0.521, -5.585, -4.460], [-0.156, -5.125, -2.412], [-3.776, -0.089, -0.907], [-4.948, 1.003, 1.522], [1.995, 4.157, 4.983], [4.193, -1.705, -1.232], [1.640, 3.654, 2.934], [-1.428, -4.017, -6.093], [-0.682, -2.879, -1.711], [-0.620, 3.986, 2.146], [2.076, -1.656, -0.908], [-0.211, -4.133, -1.416], [-1.370, -2.335, 1.031], [-1.999, 4.789, 3.565], [0.212, -6.113, -2.168], [-2.218, 0.379, -1.846], [1.853, -2.193, -1.822], [0.501, -3.084, 1.789], [1.268, 4.122, 4.182], [1.049, 3.005, 0.604], [2.368, 3.169, 0.007], [-2.418, 2.779, -3.219], [4.056, 2.390, -1.527], [-0.565, -4.830, -3.683], [-2.312, -1.778, -6.628], [-1.493, -3.248, -5.332], [-0.760, 1.617, -0.641], [4.726, -0.507, 0.866], [-2.508, -3.580, 3.251], [3.397, -1.383, -0.573], [-2.080, -1.025, -4.610], [2.824, 2.227, -0.922], [-0.506, -4.180, 3.742], [-2.949, -4.061, 4.115], [3.158, 4.289, 0.296], [2.891, 0.225, 2.361], [-1.685, -1.243, -3.306], [-4.380, -2.845, 2.508], [-1.145, -2.541, -3.017], [1.040, -1.260, -0.067], [-0.571, -3.028, 1.939], [-1.983, -2.010, -5.622], [-5.349, 1.178, 0.533]],
  "mulliken_charge": [-0.790, -0.197, -0.170, 0.782, -0.063, -0.211, 0.403, 0.537, 0.437, -0.861, 1.424, -0.824, 0.406, 0.375, -0.563, 0.559, -0.398, 0.224, -0.803, 0.575, -0.595, 0.409, 0.626, 0.881, -0.823, -0.503, 0.442, -0.454, 0.309, 0.377, -0.982, -0.607, 0.130, 0.413, 0.437, -0.131, 0.367, 0.526, -0.622, -0.681, 0.174, 0.595, 0.439, 0.414, -0.624, 0.426, 0.412, -0.890, 1.185, 0.397, -0.409, -0.857, -0.820, 0.389, -0.853, -0.271, 0.414, -0.510, -0.885, -0.225, -0.217, 0.404, 0.391, -0.408, 0.409, 0.071, 0.441, 0.195, 0.729, -0.267, -0.898, 0.283]
}


- Which value of multiplicity does entry 1 give?
  1


- Number 1 is which compound?
  C38H28BaBrClF2IN6O3S